Here is C52H76B4N4O36V as an isolated structure at a distorted geometry from the OMol25 dataset. Energies are from the ωB97M-V functional and the def2-TZVPD basis.

Energy above the lowest of the compared OMol25 structures with the same formula, charge and spin, kcal/mol: 72.2
HOMO level, eV: -4.34
Spin multiplicity: 4
Charge: -2
Calculated total energy, eV: -163235.13373

Geometry as XYZ:
```
173
C52H76B4N4O36V (the ωB97M-V functional and the def2-TZVPD basis)
V 6.1682 5.4976 20.6437
O 6.5965 8.1575 24.7540
C 7.4764 8.4564 23.8121
O 8.6126 9.1281 23.8388
B 9.4293 8.9202 22.6581
O 8.5552 8.1800 21.7071
C 7.3374 7.8983 22.2932
O 6.4114 7.2136 21.7372
O 10.5525 8.0380 23.0258
C 11.6857 8.6620 22.7973
O 12.7741 8.1280 22.9758
C 11.3237 10.0687 22.2224
O 9.9498 10.1990 22.1462
O 12.1975 10.8640 21.8209
O 7.0112 3.9302 19.6338
C 8.0854 3.3708 19.6575
O 8.8823 3.4010 20.7162
B 10.1553 2.7663 20.3156
O 9.8408 2.0750 18.9871
C 8.6746 2.5295 18.5188
O 8.1333 2.2009 17.4429
O 11.2053 3.8502 20.0238
C 12.0956 3.8887 21.0477
O 13.0417 4.6803 21.2409
C 11.8509 2.5064 21.8526
O 10.7507 1.9791 21.4118
O 12.6855 2.0851 22.5840
O 11.1873 6.8763 26.4566
C 10.6977 6.0829 25.6595
O 9.4356 5.7049 25.3855
B 9.5102 4.5190 24.4497
O 10.9057 4.2838 24.1985
C 11.5816 5.2305 24.7471
O 12.7638 5.4602 24.5109
O 8.7844 4.8247 23.1861
C 7.5906 4.2442 23.2472
O 6.6791 4.4267 22.3904
C 7.5867 3.2716 24.3924
O 8.7600 3.3074 24.9114
O 6.5531 2.6866 24.6697
O 14.0581 7.3654 20.7676
C 13.2278 7.3021 19.9009
O 11.9842 7.5173 20.0853
B 11.2339 7.0483 18.8971
O 12.2078 6.4173 18.0127
C 13.4460 6.5818 18.5571
O 14.5332 6.0790 18.2347
O 10.6600 8.1872 18.1634
C 9.3599 8.1751 18.1688
O 8.5862 9.0135 17.7897
C 8.9354 6.8544 18.9288
O 10.0607 6.2034 19.1728
O 7.7610 6.4863 19.1955
C 6.5905 12.2668 22.5514
C 6.7804 13.1817 21.3920
C 8.2024 12.9559 20.7793
C 8.4572 11.7575 19.9179
C 7.4135 11.9808 18.7872
C 5.9127 11.9474 19.3272
N 5.7438 13.0805 20.3195
O 4.4519 13.1241 20.7975
C 5.0569 12.4442 18.0574
C 5.3064 10.5063 19.6229
C 6.7830 14.6538 21.9328
H 7.4518 12.4070 23.2046
H 6.5876 11.2259 22.2280
H 5.6323 12.3398 23.0659
H 8.4765 13.8605 20.2364
H 8.9255 12.8598 21.5893
H 8.3465 10.7679 20.3612
H 9.4275 11.7327 19.4219
H 7.5034 11.1705 18.0637
H 7.4005 12.9414 18.2721
H 5.2033 11.7127 17.2627
H 3.9922 12.4343 18.2906
H 5.2359 13.4711 17.7387
H 4.2270 10.3722 19.5519
H 5.8347 9.7414 19.0537
H 5.5519 10.4554 20.6836
H 6.0422 14.4973 22.7168
H 6.2812 15.3471 21.2578
H 7.7028 15.1097 22.2992
H 4.0820 13.8596 20.3037
C 7.9674 -1.1762 17.0736
C 7.5346 -1.8543 18.4260
C 8.7359 -2.8439 18.8705
C 8.5525 -3.4771 20.2092
C 8.4304 -2.2859 21.2251
C 7.2964 -1.2862 20.9453
N 7.1637 -0.8887 19.4906
O 6.3360 0.1786 19.1592
C 6.0088 -1.8693 21.5227
C 7.6098 0.1105 21.6893
C 6.2032 -2.6598 18.2490
H 8.3137 -1.8572 16.2962
H 8.8546 -0.5804 17.2880
H 7.2185 -0.4773 16.7009
H 8.8900 -3.5978 18.0985
H 9.7707 -2.5257 18.9979
H 9.2795 -4.2676 20.3955
H 7.6160 -4.0310 20.2738
H 9.3344 -1.7057 21.4103
H 8.0526 -2.7891 22.1151
H 6.0981 -1.7564 22.6031
H 5.2184 -1.3637 20.9679
H 5.6757 -2.8987 21.3899
H 7.1553 0.9526 21.1672
H 7.1359 0.0884 22.6706
H 8.6738 0.3332 21.7693
H 5.9666 -3.4013 19.0120
H 6.3583 -3.1442 17.2849
H 5.3176 -2.1343 17.8917
H 6.9036 0.7059 18.5922
C 3.2959 6.2942 22.6789
C 2.7401 6.5826 21.1883
C 2.7438 8.0712 20.9962
C 2.4862 8.3333 19.5139
C 3.4821 7.5789 18.5851
C 3.5045 6.0016 18.7710
N 3.7909 5.8847 20.2328
O 4.1040 4.5837 20.5746
C 2.1534 5.3174 18.4294
C 4.6737 5.5436 17.8501
C 1.2602 6.0232 21.3179
H 3.3014 5.2272 22.9016
H 2.7506 6.7752 23.4909
H 4.3116 6.6251 22.8952
H 1.9148 8.3505 21.6464
H 3.6804 8.5473 21.2863
H 2.3845 9.3507 19.1363
H 1.4582 7.9753 19.4576
H 4.4754 7.9610 18.8205
H 3.3168 7.9486 17.5731
H 1.9351 4.3589 18.9002
H 1.3100 6.0079 18.4311
H 2.2633 5.0258 17.3849
H 4.3799 5.6079 16.8024
H 5.5252 6.2239 17.8643
H 5.0447 4.5287 17.9937
H 0.4910 6.3120 20.6016
H 0.8404 6.5254 22.1895
H 1.2560 4.9419 21.4556
H 3.1852 4.3201 20.6631
C 2.5041 -2.8661 23.7053
C 2.4095 -1.3794 23.9050
C 3.7804 -1.0958 24.5871
C 4.1518 0.4015 24.5467
C 4.0688 1.1054 23.2008
C 2.7930 0.7350 22.3601
N 2.5583 -0.6857 22.6158
O 1.5119 -1.1611 21.8123
C 1.5038 1.6151 22.7514
C 3.0419 1.1736 20.8855
C 1.1442 -1.0131 24.8078
H 1.4917 -3.2691 23.6808
H 2.9584 -3.4954 24.4706
H 2.7101 -3.1252 22.6668
H 3.5923 -1.1382 25.6599
H 4.6052 -1.7595 24.3274
H 5.1747 0.5364 24.8981
H 3.5251 0.9234 25.2700
H 4.9891 0.7881 22.7105
H 4.0839 2.1555 23.4927
H 1.6118 2.6500 22.4268
H 0.6433 1.1595 22.2614
H 1.3542 1.5691 23.8301
H 3.2560 0.2724 20.3110
H 2.1607 1.6309 20.4356
H 3.6916 2.0327 20.7184
H 1.1315 -0.0015 25.2135
H 1.0892 -1.7675 25.5926
H 0.3288 -1.1524 24.0980
H 1.8984 -1.8882 21.3188
```